[1]
{"formula": "C24H41CrF3P2", "method": "the ωB97M-V functional and the def2-TZVPD basis", "symbols": ["Cr", "C", "C", "C", "C", "C", "C", "H", "H", "H", "C", "H", "H", "H", "C", "H", "H", "H", "C", "H", "H", "H", "C", "H", "H", "H", "C", "C", "C", "C", "C", "C", "C", "C", "H", "H", "H", "H", "H", "H", "H", "H", "H", "H", "H", "H", "P", "C", "C", "P", "C", "C", "C", "H", "H", "H", "H", "H", "H", "H", "H", "H", "H", "H", "H", "H", "H", "F", "C", "F", "F"], "coordinates": [[-0.3412, -1.2911, -0.7607], [2.1855, 1.2121, 2.0291], [1.1665, 2.1685, 1.7593], [0.7175, 1.2069, 3.7969], [1.8745, 0.5790, 3.2585], [0.2993, 2.2195, 2.8848], [3.3942, 0.9819, 1.2139], [3.6594, 1.8994, 0.6624], [3.2892, 0.1718, 0.4599], [4.2477, 0.7295, 1.8639], [2.6147, -0.5761, 3.8161], [2.4534, -1.4772, 3.1562], [2.2117, -0.8044, 4.8210], [3.7187, -0.3815, 3.8858], [0.0439, 0.8480, 5.0636], [0.5680, 1.2387, 5.9612], [0.0096, -0.2543, 5.1513], [-0.9920, 1.2281, 5.0766], [-0.8172, 3.1703, 3.1102], [-0.7795, 3.5694, 4.1376], [-1.8077, 2.6954, 2.9808], [-0.7715, 4.0272, 2.4213], [1.0893, 2.9918, 0.5305], [1.8879, 3.7641, 0.5226], [0.1092, 3.4967, 0.4621], [1.2186, 2.3602, -0.3745], [-0.1771, -2.4794, -2.2775], [0.8387, -1.4642, -2.3585], [0.6373, -0.2432, -3.2796], [-0.5051, 0.7326, -2.7953], [-0.7958, 0.4215, -1.3200], [-2.1598, -0.2924, -1.0034], [-2.5226, -1.6929, -1.6774], [-1.5841, -2.3044, -2.7834], [0.4118, -0.6203, -4.3101], [-1.4056, 0.7192, -3.4728], [1.5709, 0.3154, -3.4784], [-1.6080, -1.6742, -3.7044], [0.2307, -3.4930, -2.1494], [1.9807, -1.8157, -2.5143], [-1.9825, -3.3045, -3.0377], [-2.7583, -2.4655, -0.9113], [-2.7789, 0.3578, -1.6535], [-3.4481, -1.4581, -2.2167], [-0.1331, 1.7771, -2.8820], [-0.5941, 1.2992, -0.6906], [3.6963, -1.1033, -1.8087], [4.2904, -2.7293, -2.4337], [4.3516, -0.1689, -3.2427], [-4.6244, 0.6913, 0.9004], [-2.8236, -0.0104, 0.4370], [-4.7581, 1.9939, -0.3854], [-5.6008, -0.6680, 0.1277], [4.0204, -3.4830, -1.6722], [5.4029, -2.7733, -2.5114], [3.7802, -3.0320, -3.3675], [3.6499, 0.6750, -3.3589], [4.4520, -0.7665, -4.1792], [5.3142, 0.2828, -2.8910], [-6.0425, -0.4026, -0.8433], [-6.4109, -0.9113, 0.8402], [-4.9704, -1.5762, 0.0430], [-2.8944, -0.9558, 0.9972], [-2.1719, 0.6733, 1.0099], [-5.5866, 2.6814, -0.1070], [-4.9501, 1.5603, -1.3962], [-3.8085, 2.5692, -0.3617], [-0.0941, -1.8902, 2.1682], [0.1586, -2.4237, 0.9056], [-0.4125, -3.6865, 0.9338], [1.5656, -2.6354, 0.8215]], "atomic_forces_ev_per_a": [[0.41, -2.19, 2.40], [0.00, -2.03, 2.38], [-1.91, 0.97, 1.63], [-0.28, 0.64, -0.48], [1.43, 0.62, -2.38], [0.82, -0.10, -1.44], [0.61, -0.05, -0.46], [0.00, -0.27, 0.11], [-0.02, 0.35, 0.54], [-0.23, -0.01, -0.29], [0.30, -0.81, 0.11], [0.28, 0.73, 0.76], [0.48, -0.10, -0.43], [-0.93, -0.23, 0.03], [-0.37, -0.29, 0.32], [-0.19, -0.17, -0.47], [-0.02, 0.46, 0.12], [0.44, -0.14, 0.09], [-0.63, 0.28, 0.11], [-0.09, -0.05, -0.37], [0.23, 0.20, 0.10], [-0.01, -0.25, 0.25], [-0.07, 0.38, -0.36], [-0.41, -0.33, -0.13], [0.49, -0.11, -0.06], [0.05, 0.38, 0.37], [1.38, -1.31, -0.11], [1.31, 1.72, -1.29], [-0.33, -0.03, -1.45], [0.50, 0.13, -0.50], [-0.05, 1.77, -0.36], [-3.24, 2.52, -0.63], [-0.57, -0.17, -0.46], [-0.18, 0.07, -0.62], [-0.08, 0.22, 0.62], [0.77, -0.34, 0.77], [-0.38, -0.14, 0.61], [-0.11, -0.44, 0.63], [-0.57, 0.29, 0.14], [-1.25, 0.09, 0.43], [0.01, 0.61, 0.04], [0.29, 0.48, -0.31], [0.35, -0.10, 0.23], [-0.03, -0.50, 0.39], [-0.18, -0.63, 0.14], [-0.41, -0.45, 0.10], [0.53, -0.95, -1.33], [-0.24, -0.95, 1.21], [-0.82, 0.31, 0.14], [1.80, -0.73, -1.26], [0.22, -0.32, 0.52], [-0.19, 0.40, -0.23], [-0.48, -0.53, 0.49], [0.10, 0.17, -0.32], [-0.74, 0.35, -0.23], [0.53, 0.39, 0.24], [0.50, -0.06, -0.30], [0.09, 0.58, 0.82], [-0.51, -0.40, -0.25], [0.20, -0.15, 0.27], [0.19, -0.01, -0.53], [-0.44, 0.49, -0.05], [0.41, 0.16, 0.04], [0.02, -0.40, -0.21], [0.51, -0.38, -0.36], [0.23, 0.49, 0.67], [-0.61, -0.18, -0.18], [0.47, -0.61, -1.32], [1.16, -0.26, 0.92], [0.56, 1.05, -0.08], [-1.15, -0.09, 0.57]], "lowdin_spin": [2.370, 0.165, 0.236, 0.316, 0.076, 0.020, 0.024, 0.002, 0.010, 0.002, 0.002, 0.001, 0.000, 0.001, 0.057, 0.022, 0.010, 0.002, -0.009, -0.001, -0.003, 0.000, 0.041, 0.015, 0.000, 0.009, -0.107, -0.107, -0.022, -0.012, -0.147, 0.003, 0.014, -0.001, -0.006, -0.003, 0.000, -0.002, 0.003, -0.002, 0.000, 0.001, -0.005, 0.007, 0.001, -0.002, 0.015, 0.003, 0.001, -0.002, 0.002, 0.000, 0.000, 0.000, 0.001, 0.001, 0.000, 0.000, 0.001, 0.000, 0.000, 0.000, 0.000, 0.000, 0.000, 0.000, 0.000, -0.008, -0.012, -0.009, 0.027], "multiplicity": 4, "s2": 4.057, "total_charge": 1, "de_lowest_ev": 9.490, "orbital_gap_ev": [3.27, 3.13], "energy_ev": -80688.8585}

[2]
{"formula": "C18H25N5O2S", "method": "the ωB97M-V functional and the def2-TZVPD basis", "symbols": ["C", "C", "N", "C", "C", "N", "C", "C", "O", "C", "C", "N", "N", "C", "S", "C", "C", "O", "N", "C", "C", "C", "C", "C", "C", "C", "H", "H", "H", "H", "H", "H", "H", "H", "H", "H", "H", "H", "H", "H", "H", "H", "H", "H", "H", "H", "H", "H", "H", "H", "H"], "coordinates": [[-3.1186, 3.2915, 0.7554], [-1.9292, 2.4421, 1.1922], [-1.4014, 1.6802, 0.0910], [-0.3621, 1.9887, -0.7440], [0.4658, 3.2155, -0.6296], [1.0600, 3.3035, 0.6953], [1.9758, 2.2035, 1.0023], [3.4385, 2.6241, 0.8849], [3.7599, 3.6737, 1.7795], [2.6618, 4.5121, 2.0783], [1.6811, 4.6046, 0.9168], [-0.1963, 1.0409, -1.6204], [-1.1262, 0.0940, -1.3992], [-1.8428, 0.4778, -0.3720], [-3.1637, -0.3863, 0.3448], [-3.1500, -1.8894, -0.6868], [-2.0698, -2.8741, -0.2303], [-2.3363, -3.7716, 0.5393], [-0.8681, -2.6167, -0.7888], [0.3533, -3.2711, -0.5692], [0.5216, -4.1875, 0.4630], [1.7480, -4.7941, 0.6643], [2.8157, -4.4894, -0.1595], [2.6449, -3.5831, -1.1921], [1.4255, -2.9645, -1.4210], [1.2669, -2.0116, -2.5688], [-2.8267, 3.9878, -0.0277], [-3.9171, 2.6564, 0.3789], [-3.4947, 3.8568, 1.6029], [-1.1169, 3.0660, 1.5719], [-2.2415, 1.7363, 1.9673], [1.2107, 3.1950, -1.4412], [-0.1689, 4.0977, -0.7669], [1.7797, 1.8711, 2.0282], [1.7833, 1.3658, 0.3301], [3.6506, 2.9374, -0.1490], [4.0993, 1.7900, 1.1327], [3.0805, 5.4958, 2.3051], [2.1342, 4.1421, 2.9697], [0.8940, 5.3284, 1.1510], [2.2201, 4.9601, 0.0237], [-4.1291, -2.3411, -0.5311], [-3.0244, -1.5722, -1.7203], [-0.8109, -1.7841, -1.3771], [-0.3130, -4.4236, 1.1013], [1.8653, -5.5033, 1.4698], [3.7767, -4.9573, -0.0053], [3.4777, -3.3531, -1.8418], [2.1917, -1.9566, -3.1375], [1.0191, -1.0059, -2.2313], [0.4750, -2.3451, -3.2391]], "atomic_forces_ev_per_a": [[0.14, -0.14, 0.09], [-0.44, 0.44, 0.33], [0.26, -0.62, -0.50], [-0.05, 0.02, -0.11], [0.04, 0.06, 0.13], [0.05, 0.11, -0.11], [0.30, -0.07, 0.25], [-0.12, -0.24, -0.21], [0.08, 0.00, 0.04], [-0.21, 0.24, 0.00], [0.05, 0.07, 0.19], [0.75, 0.76, -0.28], [-0.72, -0.32, 0.20], [0.09, 0.05, -0.14], [-0.31, -0.17, 0.20], [0.13, 0.20, 0.19], [-0.36, 0.22, -0.27], [-0.08, -0.17, 0.20], [0.37, 0.08, -0.38], [0.23, -0.26, 0.17], [-0.14, -0.04, 0.13], [0.11, 0.04, -0.07], [0.09, -0.09, 0.06], [-0.05, -0.02, 0.06], [-0.01, -0.05, 0.02], [0.01, 0.01, 0.08], [0.00, 0.07, -0.06], [-0.10, 0.00, -0.05], [-0.08, 0.09, 0.07], [-0.09, -0.19, 0.03], [0.15, 0.08, 0.01], [-0.11, 0.03, 0.02], [0.08, 0.02, -0.06], [0.10, -0.12, -0.10], [0.02, -0.03, 0.07], [0.01, -0.06, 0.10], [-0.07, 0.03, -0.10], [-0.13, -0.07, 0.01], [0.04, 0.07, -0.07], [0.11, 0.09, -0.04], [-0.02, 0.02, 0.03], [0.12, 0.00, -0.02], [-0.06, -0.07, -0.03], [-0.21, -0.11, 0.17], [-0.03, 0.00, 0.00], [0.00, -0.06, 0.07], [0.08, -0.04, 0.01], [0.05, 0.04, -0.08], [0.03, 0.01, -0.05], [-0.01, 0.07, -0.08], [-0.08, 0.04, -0.10]], "lowdin_charge": [-0.061, -0.197, -0.006, -0.302, -0.119, -0.181, -0.144, -0.184, -0.130, -0.193, -0.172, 0.081, -0.002, -0.604, 1.009, -0.345, -0.537, 0.060, 0.132, -0.171, -0.011, -0.088, -0.099, -0.058, -0.210, -0.042, 0.075, 0.065, 0.078, 0.114, 0.113, 0.135, 0.129, 0.128, 0.122, 0.124, 0.128, 0.126, 0.125, 0.125, 0.128, 0.084, 0.081, 0.078, 0.099, 0.101, 0.097, 0.106, 0.077, 0.047, 0.090], "de_lowest_ev": 1.592, "orbital_gap_ev": 8.64, "energy_ev": -41452.5800}